Record 1
Formula: C22H59ClN4O10
Source: the OMol25 dataset
Level of theory: the ωB97M-V functional and the def2-TZVPD basis

Geometry as ORCA input:
```
! wB97M-V def2-TZVPD RIJCOSX def2/J DEFGRID3
* xyz 0 1
O 3.77 0.18 0.67
H 4.46 0.66 0.21
H 3.42 -0.45 0.04
H 4.14 -0.27 1.43
Cl 0.93 0.52 1.70
O -0.06 0.11 2.68
O 1.92 -0.56 1.48
O 0.31 0.78 0.42
O 1.68 1.67 2.16
C 1.30 -0.49 4.71
O 2.06 -0.74 3.57
H 0.27 -0.31 4.38
H 1.20 -1.32 5.41
H 1.69 0.34 5.29
H 1.52 -0.62 2.79
C -2.05 3.41 1.18
C -2.44 2.02 0.80
C -1.93 1.61 -0.66
O -2.60 2.42 -1.55
C -2.17 2.55 -2.84
N -1.90 1.03 1.71
H -2.29 4.04 0.32
H -1.00 3.33 1.44
H -2.77 3.84 1.87
H -3.52 1.95 0.88
H -2.23 0.56 -0.71
H -0.84 1.64 -0.72
H -1.78 1.54 -3.03
H -1.28 3.17 -2.76
H -3.01 2.92 -3.43
H -2.28 0.11 1.52
H -0.92 0.91 1.90
C 3.12 4.60 1.29
C 2.75 4.43 2.80
C 1.19 4.36 2.89
O 0.75 4.10 4.17
C -0.59 3.63 4.29
N 3.35 3.18 3.10
H 2.26 5.06 0.81
H 3.02 3.79 0.57
H 4.08 5.10 1.16
H 3.21 5.22 3.40
H 0.67 3.73 2.18
H 0.76 5.33 2.65
H -0.81 2.64 3.89
H -1.37 4.28 3.88
H -0.87 3.49 5.33
H 4.20 3.15 2.56
H 2.78 2.53 2.57
C -0.72 -2.61 2.89
C -0.87 -2.28 1.30
C -1.79 -3.27 0.51
O -1.01 -4.26 -0.14
C -1.73 -5.12 -0.98
N -1.30 -0.92 1.14
H -0.55 -3.67 3.08
H -1.68 -2.35 3.34
H -0.20 -1.77 3.35
H 0.11 -2.36 0.85
H -2.52 -2.83 -0.17
H -2.51 -3.73 1.18
H -2.46 -5.77 -0.49
H -1.06 -5.81 -1.50
H -2.38 -4.62 -1.70
H -1.42 -0.64 0.18
H -0.63 -0.32 1.60
C 1.33 -3.68 -2.87
C -0.12 -3.08 -2.83
C -0.44 -2.33 -1.51
C 0.14 -0.89 -1.29
C -0.33 -0.03 -2.51
C -0.05 -0.69 -3.85
N -0.42 -2.10 -3.92
O -0.32 -2.55 -5.18
C -0.66 0.19 -4.96
C 1.52 -0.51 -4.04
C -1.22 -4.12 -2.90
H 1.92 -3.15 -3.62
H 1.29 -4.75 -3.06
H 1.89 -3.66 -1.94
H -1.51 -2.23 -1.38
H -0.02 -2.84 -0.64
H 1.22 -0.93 -1.12
H -0.17 -0.59 -0.29
H 0.31 0.85 -2.45
H -1.32 0.42 -2.47
H -1.70 -0.14 -4.99
H -0.66 1.26 -4.75
H -0.17 0.06 -5.92
H 1.85 -1.09 -4.91
H 1.98 0.47 -4.12
H 1.92 -0.87 -3.10
H -2.17 -3.63 -3.05
H -1.16 -4.78 -2.02
H -1.09 -4.71 -3.80
H -1.24 -2.68 -5.38
*
```

Highest occupied orbital energy, Ha: -0.2585
Kohn-Sham gap, eV: 5.024



Record 2
Formula: C15H25NO11P
Source: the OMol25 dataset
Level of theory: the ωB97M-V functional and the def2-TZVPD basis

Geometry as ORCA input:
```
! wB97M-V def2-TZVPD RIJCOSX def2/J DEFGRID3
* xyz 1 1
O 3.07 -4.54 2.30
C 3.00 -3.35 2.16
O 4.07 -2.54 2.11
C 1.63 -2.67 2.11
C 1.20 -1.92 3.20
C -0.04 -1.34 3.19
N -0.81 -1.48 2.11
C -0.43 -2.17 1.05
C 0.80 -2.80 0.98
C 1.09 -3.59 -0.29
P 2.73 -3.33 -1.07
O 2.58 -3.52 -2.52
O 3.35 -1.88 -0.77
O 3.73 -4.48 -0.55
H 3.78 -1.71 1.70
H 1.79 -1.77 4.10
H -0.40 -0.77 4.04
H -1.73 -1.05 2.10
H -1.12 -2.27 0.21
H 0.86 -4.65 -0.11
H 0.37 -3.25 -1.04
H 3.77 -1.63 -1.61
H 3.75 -5.14 -1.26
C -5.72 1.42 -2.95
C -4.65 1.60 -1.89
O -3.83 0.42 -1.77
C -2.92 0.25 -2.74
O -2.72 0.99 -3.66
O -2.27 -0.90 -2.50
C -1.32 -1.25 -3.51
H -6.31 0.52 -2.75
H -6.39 2.28 -2.96
H -5.29 1.30 -3.94
H -5.11 1.74 -0.92
H -4.03 2.47 -2.09
H -0.62 -0.44 -3.70
H -1.83 -1.53 -4.43
H -0.77 -2.12 -3.14
C 1.77 2.87 -0.71
C 0.38 3.17 -0.22
O 0.26 2.97 1.20
C 0.79 3.94 1.96
O 1.33 4.93 1.56
O 0.64 3.59 3.24
C 1.25 4.49 4.17
H 2.08 1.86 -0.41
H 1.82 2.93 -1.80
H 2.50 3.56 -0.29
H -0.33 2.48 -0.68
H 0.07 4.18 -0.48
H 0.91 5.51 4.00
H 2.33 4.43 4.09
H 0.95 4.18 5.17
*
```

Highest occupied orbital energy, Ha: -0.4847
Kohn-Sham gap, eV: 8.223



Record 3
Formula: C7H28NO7
Source: the OMol25 dataset
Level of theory: the ωB97M-V functional and the def2-TZVPD basis

Geometry as ORCA input:
```
! wB97M-V def2-TZVPD RIJCOSX def2/J DEFGRID3
* xyz 1 1
C 1.95 1.07 -0.33
C 0.94 -0.07 -0.09
C -0.30 -0.06 -0.95
C -1.42 0.71 -0.71
C -0.24 -2.36 -1.82
C -0.06 -1.01 -2.12
C 0.16 -0.61 -3.48
N 1.40 2.44 0.00
H 2.16 1.05 -1.45
H 2.99 0.96 0.03
H 0.66 -0.06 1.08
H 1.38 -1.04 -0.26
H -1.54 1.43 0.24
H -2.32 0.63 -1.26
H -0.58 -2.82 -0.89
H -0.25 -3.21 -2.64
H -0.40 0.28 -3.74
H -0.36 -1.37 -4.17
H 1.21 -0.45 -3.78
H 1.65 2.60 0.97
H 0.44 2.58 -0.20
H 1.83 3.05 -0.55
H 0.68 3.05 3.28
H -0.18 1.85 3.02
O 0.57 2.32 2.72
H 2.66 2.69 -3.11
H 1.39 3.72 -3.00
O 1.87 3.02 -2.66
H 4.07 -2.68 1.64
H 4.12 -2.08 0.25
O 3.58 -2.23 1.06
H -2.69 -0.86 1.66
H -4.12 -0.39 1.57
O -3.17 -0.03 1.67
H -1.94 1.05 4.44
H -2.23 0.67 3.00
O -1.53 0.89 3.62
H -0.27 -2.40 2.10
H -1.22 -2.88 3.05
O -1.16 -2.39 2.24
H -2.72 -2.88 0.17
H -3.60 -2.00 -0.75
O -3.41 -2.16 0.18
*
```

Highest occupied orbital energy, Ha: -0.4325
Kohn-Sham gap, eV: 9.275



Record 4
Formula: C28H37BN14O2STb
Source: the OMol25 dataset
Level of theory: the ωB97M-V functional and the def2-TZVPD basis

Geometry as ORCA input:
```
! wB97M-V def2-TZVPD RIJCOSX def2/J DEFGRID3
* xyz 2 8
Tb 0.30 0.98 0.17
C -2.54 1.67 2.64
C -1.75 0.40 2.73
C -2.14 -0.82 3.27
C -1.05 -1.65 3.10
N -0.08 -0.96 2.49
N -0.50 0.32 2.26
B 1.36 -1.38 2.10
N 1.44 -1.72 0.57
C 1.25 -2.93 0.03
C 1.38 -2.82 -1.34
C 1.63 -1.47 -1.58
C 1.79 -0.76 -2.89
N 1.68 -0.81 -0.41
N 2.29 -0.20 2.42
C 3.19 -0.18 3.41
C 3.78 1.07 3.44
C 3.16 1.78 2.41
C 3.50 3.19 2.04
N 2.25 1.02 1.79
N 1.85 -2.61 2.85
C 3.00 -3.27 2.57
C 3.17 -4.23 3.53
C 2.05 -4.09 4.39
C 1.71 -4.88 5.60
N 1.27 -3.10 3.96
H -3.18 1.78 3.51
H -1.87 2.54 2.60
H -3.18 1.66 1.76
H -3.08 -1.06 3.74
H -0.90 -2.67 3.40
H 1.05 -3.79 0.64
H 1.32 -3.61 -2.07
H 1.67 -1.46 -3.71
H 1.04 0.02 -2.99
H 2.78 -0.31 -2.97
H 3.36 -1.03 4.05
H 4.54 1.42 4.11
H 4.06 3.65 2.84
H 4.13 3.21 1.15
H 2.61 3.80 1.86
H 3.62 -3.01 1.72
H 3.97 -4.94 3.62
H 2.52 -5.57 5.84
H 1.53 -4.23 6.45
H 0.80 -5.46 5.44
N 0.13 3.56 0.70
C 0.74 4.46 -0.32
C 1.90 3.79 -1.03
N 1.47 2.49 -1.58
H -0.83 3.87 0.85
H 0.60 3.70 1.58
H 1.07 5.40 0.12
H -0.03 4.67 -1.06
H 2.73 3.62 -0.35
H 2.25 4.47 -1.82
H 2.21 2.12 -2.16
H 0.69 2.69 -2.21
N -3.79 -3.49 -5.55
C -3.43 -2.72 -4.51
C -4.34 -1.79 -3.96
C -3.97 -0.99 -2.92
C -2.68 -1.11 -2.39
C -1.77 -2.05 -2.89
C -2.14 -2.86 -3.93
S -2.09 -0.05 -1.11
O -1.10 -0.80 -0.32
O -3.14 0.53 -0.34
N -1.13 1.14 -1.73
C -1.81 2.12 -2.43
N -1.19 3.30 -2.54
C -1.83 4.28 -3.18
C -3.08 4.11 -3.74
C -3.61 2.84 -3.64
N -2.98 1.86 -3.01
H -4.70 -3.41 -5.96
H -3.15 -4.18 -5.92
H -5.34 -1.71 -4.38
H -4.67 -0.29 -2.48
H -0.80 -2.15 -2.43
H -1.46 -3.60 -4.32
H -1.31 5.23 -3.23
H -3.60 4.92 -4.24
H -4.56 2.57 -4.10
*
```

Highest occupied orbital energy (alpha / beta), Ha: -0.4673 / -0.4673
Kohn-Sham gap (alpha / beta), eV: 7.020 / 3.371



Record 5
Formula: C4H8N
Source: the OMol25 dataset
Level of theory: the ωB97M-V functional and the def2-TZVPD basis

Geometry as ORCA input:
```
! wB97M-V def2-TZVPD RIJCOSX def2/J DEFGRID3
* xyz 1 1
C 0.02 -0.61 2.19
C -0.11 -0.41 0.74
C 0.75 0.17 -0.06
N 0.53 0.55 -1.44
C -0.92 0.31 -1.83
H 1.01 -0.16 2.29
H -0.65 -0.02 2.81
H 0.14 -1.61 2.72
H -1.50 0.82 -1.05
H 1.73 0.61 0.27
H 1.34 0.26 -2.00
H -1.07 0.84 -2.79
H -1.26 -0.75 -1.83
*
```

Highest occupied orbital energy, Ha: -0.5270
Kohn-Sham gap, eV: 6.069



Record 6
Formula: C3H4O
Source: the OMol25 dataset
Level of theory: the ωB97M-V functional and the def2-TZVPD basis

Geometry as ORCA input:
```
! wB97M-V def2-TZVPD RIJCOSX def2/J DEFGRID3
* xyz 0 1
C 0.20 -0.71 -0.02
C 0.11 0.42 -1.14
C -0.52 0.27 0.94
O -0.45 1.20 -0.05
H -0.43 -1.57 -0.17
H 1.32 -0.78 0.19
H 0.90 1.01 -1.55
H -1.13 0.16 1.80
*
```

Highest occupied orbital energy (alpha / beta), Ha: -0.2844 / -0.3051
Kohn-Sham gap (alpha / beta), eV: 8.033 / 9.045



Record 7
Formula: CH3N5O4
Source: the OMol25 dataset
Level of theory: the ωB97M-V functional and the def2-TZVPD basis

Geometry as ORCA input:
```
! wB97M-V def2-TZVPD RIJCOSX def2/J DEFGRID3
* xyz 0 1
C 0.27 0.31 -0.78
N 0.08 -0.45 -1.64
N 0.40 1.00 0.19
N -1.75 -0.61 0.78
N -1.39 -0.81 2.03
N -2.95 -1.07 0.26
O -0.24 -0.20 2.34
O -2.88 -1.35 -0.90
O -1.84 -1.61 2.81
O -3.93 -0.86 0.90
H -0.45 -0.98 -2.26
H 0.20 2.00 0.11
H 0.01 0.43 1.32
*
```

Highest occupied orbital energy (alpha / beta), Ha: -0.3861 / -0.3861
Kohn-Sham gap (alpha / beta), eV: 10.221 / 10.220



Record 8
Formula: C35H72AsBrN3PdSi5
Source: the OMol25 dataset
Level of theory: the ωB97M-V functional and the def2-TZVPD basis

Geometry as ORCA input:
```
! wB97M-V def2-TZVPD RIJCOSX def2/J DEFGRID3
* xyz -1 3
Pd 0.11 -0.05 1.04
C -4.68 -0.34 -0.66
Si -3.07 0.64 -0.58
C -3.00 1.82 -2.05
C -3.12 1.63 1.00
N -1.63 -0.34 -0.58
C -1.24 -1.19 -1.50
C -2.04 -1.58 -2.63
C -1.62 -2.49 -3.56
C -0.35 -3.09 -3.44
C 0.48 -2.74 -2.40
C 0.10 -1.78 -1.41
N 0.89 -1.38 -0.44
Si 2.49 -1.68 0.14
C 2.44 -2.66 1.75
C 3.40 -0.05 0.41
C 3.59 -2.65 -1.06
H -5.48 0.32 -1.01
H -4.97 -0.68 0.34
H -4.66 -1.22 -1.31
H -3.81 2.56 -1.98
H -3.10 1.30 -3.01
H -2.05 2.35 -2.06
H -4.05 2.20 1.06
H -2.28 2.32 1.07
H -3.05 0.99 1.88
H -3.01 -1.12 -2.73
H -2.27 -2.76 -4.39
H -0.03 -3.83 -4.16
H 1.45 -3.20 -2.31
H 1.94 -2.12 2.56
H 3.46 -2.88 2.06
H 1.91 -3.61 1.61
H 2.84 0.68 1.00
H 3.67 0.41 -0.54
H 4.33 -0.28 0.94
H 3.30 -3.70 -1.14
H 4.62 -2.62 -0.71
H 3.57 -2.22 -2.06
C -0.28 -6.21 2.41
C -1.33 -5.61 3.35
C -0.55 -4.88 4.45
C -2.11 -6.77 3.99
Si -2.49 -4.42 2.38
Br -1.35 -2.53 2.09
C -4.07 -3.91 3.37
C -3.71 -3.64 4.84
C -5.15 -5.00 3.34
C -4.70 -2.61 2.84
C -2.87 -5.06 0.60
C -3.96 -4.19 -0.05
C -3.36 -6.52 0.60
C -1.65 -4.97 -0.32
H 0.43 -6.80 3.00
H 0.29 -5.44 1.89
H -0.71 -6.88 1.66
H 0.08 -5.61 4.97
H -1.17 -4.40 5.20
H 0.11 -4.12 4.03
H -1.40 -7.47 4.44
H -2.71 -7.33 3.27
H -2.78 -6.43 4.78
H -3.40 -4.53 5.38
H -4.60 -3.25 5.35
H -2.93 -2.88 4.93
H -4.80 -5.96 3.73
H -5.54 -5.17 2.34
H -5.99 -4.69 3.96
H -3.99 -1.78 2.87
H -5.54 -2.35 3.48
H -5.07 -2.70 1.82
H -4.93 -4.29 0.43
H -4.07 -4.49 -1.09
H -3.67 -3.13 -0.05
H -4.24 -6.68 1.23
H -2.58 -7.22 0.93
H -3.63 -6.80 -0.42
H -1.29 -3.94 -0.41
H -1.94 -5.30 -1.32
H -0.81 -5.59 0.01
C 1.92 3.90 -2.63
C 1.08 4.17 -1.56
C 0.53 3.09 -0.87
N 0.77 1.83 -1.18
C 1.57 1.58 -2.21
C 2.17 2.58 -2.96
H 2.37 4.71 -3.19
H 0.85 5.18 -1.25
H -0.13 3.24 -0.02
H 1.73 0.53 -2.43
H 2.82 2.32 -3.79
C -0.90 4.01 5.11
Si 0.10 3.49 3.58
C 1.90 4.03 3.85
C -0.54 4.64 2.22
As -0.22 1.23 3.17
Si 1.30 0.38 4.70
C 3.10 0.34 4.11
C 0.80 -1.41 5.08
C 1.31 1.27 6.37
H -0.69 5.05 5.36
H -0.69 3.39 5.98
H -1.96 3.91 4.89
H 1.94 5.10 4.05
H 2.48 3.82 2.95
H 2.38 3.51 4.68
H -0.69 5.63 2.68
H -1.49 4.34 1.78
H 0.19 4.78 1.41
H 3.20 -0.26 3.21
H 3.74 -0.11 4.88
H 3.48 1.33 3.88
H 0.14 -1.82 4.32
H 0.26 -1.45 6.03
H 1.67 -2.06 5.17
H 1.66 2.30 6.33
H 1.99 0.72 7.03
H 0.32 1.26 6.82
*
```

Highest occupied orbital energy (alpha / beta), Ha: -0.1343 / -0.1330
Kohn-Sham gap (alpha / beta), eV: 6.097 / 5.560



Record 9
Formula: C15H17N3O4S2
Source: the OMol25 dataset
Level of theory: the ωB97M-V functional and the def2-TZVPD basis

Geometry as ORCA input:
```
! wB97M-V def2-TZVPD RIJCOSX def2/J DEFGRID3
* xyz 0 1
O 0.19 3.67 -1.77
O 0.59 1.80 5.60
O -1.49 1.89 4.27
N -1.54 -0.06 -0.36
N 0.82 -2.82 -0.05
N 0.05 -0.42 1.43
O 0.44 1.52 -2.37
S -2.72 2.38 -0.74
C -0.25 2.62 -2.07
C -0.68 -0.84 0.29
C 1.11 -4.06 -0.58
C -1.64 1.20 0.05
C -0.35 -2.22 -0.23
C -0.06 0.91 1.81
C -0.93 1.75 1.10
C 0.10 -4.76 -1.42
C -1.30 -2.82 -1.08
C -1.10 -4.11 -1.55
C -1.76 2.59 -2.25
C 2.33 0.93 -3.67
C 1.85 1.63 -2.49
C -0.33 -0.51 4.78
C 0.73 1.41 2.97
S -0.19 1.25 4.49
H 2.03 -4.54 -0.44
H -1.18 2.80 1.24
H 0.20 -5.76 -1.84
H -2.17 -2.24 -1.36
H -1.80 -4.56 -2.25
H -2.07 3.48 -2.84
H -2.00 1.66 -2.87
H 2.16 1.54 -4.61
H 1.66 0.05 -3.83
H 3.37 0.59 -3.49
H 2.11 0.99 -1.68
H 2.13 2.62 -2.40
H 0.49 -1.00 5.35
H -1.25 -0.73 5.32
H -0.19 -1.02 3.85
H 1.65 0.74 2.92
H 0.98 2.47 2.73
*
```

SMILES string: CCOC(=O)CSc1cc(CS(C)(=O)=O)nc(-c2ccccn2)n1
Highest occupied orbital energy, Ha: -0.3378
Kohn-Sham gap, eV: 8.908



Record 10
Formula: C3H7B3ClIO5V
Source: the OMol25 dataset
Level of theory: the ωB97M-V functional and the def2-TZVPD basis

Geometry as ORCA input:
```
! wB97M-V def2-TZVPD RIJCOSX def2/J DEFGRID3
* xyz 1 1
C -0.02 -2.23 -1.64
C 0.85 -1.31 -2.53
Cl -0.03 -1.21 -4.15
C 0.98 0.16 -2.03
B 1.32 0.32 -0.49
O 2.10 -0.58 0.27
B 1.63 -0.75 1.58
O 0.79 0.21 2.25
B 0.12 0.97 1.30
I -2.05 1.39 1.44
O 0.82 1.49 0.21
H 0.34 -2.33 -0.61
H -1.09 -1.97 -1.65
H 0.04 -3.24 -2.09
H 1.82 -1.75 -2.78
H 0.10 0.76 -2.35
H 1.83 0.61 -2.58
H 1.93 -1.70 2.23
O -4.49 2.14 4.37
V -3.76 3.71 4.46
O -3.24 5.33 4.77
*
```

Highest occupied orbital energy, Ha: -0.4700
Kohn-Sham gap, eV: 2.835